13 unconnected molecules or ions with the total composition C13H52O13, computed with ωB97M-V/def2-TZVPD.

Electronic energy = -1504.356080 Eh
F_max = 1.97 eV/Å
Energy relative to the best compared isomer or geometry (same formula, charge and spin) = 232.2 kJ/mol
Frontier orbital gap = 0.35823 Eh
E_LUMO = 0.06 eV

The geometry in XYZ format:
```
78
Properties=species:S:1:pos:R:3:forces:R:3
C 0.045 0.102 -0.279 0.6 -0.7 1.7
O -0.865 1.156 -0.431 -0.5 0.2 -1.0
H 1.125 0.297 -0.259 -0.1 0.8 -0.3
H -0.131 -0.294 0.731 0.1 -0.5 -0.3
H -0.068 -0.717 -0.991 -0.6 0.3 -0.2
H -0.566 2.005 -0.095 0.7 -0.2 0.1
C -0.679 0.414 3.261 -0.5 -0.9 0.1
O -0.769 -1.045 3.184 -0.1 0.5 0.1
H 0.352 0.701 3.459 -0.1 0.2 0.0
H -1.053 0.785 2.311 0.2 0.2 0.0
H -1.366 0.720 4.049 0.2 0.4 0.0
H -0.831 -1.365 4.089 0.1 -0.2 -0.1
C -4.021 0.579 0.489 1.0 -0.9 -0.3
O -5.097 1.401 0.902 0.3 -0.5 0.5
H -3.922 -0.448 0.876 -1.1 0.1 0.4
H -4.097 0.426 -0.586 0.2 0.4 -0.1
H -3.024 0.940 0.762 -0.2 0.7 -0.4
H -5.075 1.382 1.865 -0.3 0.2 -0.1
C -2.634 -0.447 -3.308 0.7 -0.2 0.5
O -1.545 -1.172 -3.909 -0.3 0.2 0.0
H -3.457 -0.294 -4.001 0.2 0.1 -0.3
H -3.021 -1.018 -2.459 -0.1 0.1 0.0
H -2.214 0.488 -2.929 -0.5 0.2 0.0
H -1.152 -1.659 -3.172 0.0 -0.3 -0.1
C -1.286 3.989 2.778 -0.9 0.3 0.0
O 0.068 4.189 2.444 0.0 -0.1 0.5
H -1.677 3.089 2.288 -0.3 0.3 -0.3
H -1.565 3.857 3.829 1.2 -0.1 0.3
H -1.869 4.892 2.554 -0.2 -0.3 -0.6
H 0.063 4.256 1.475 0.1 -0.2 0.2
C 2.752 -2.665 -1.934 -1.2 1.3 0.6
O 4.117 -2.299 -1.869 -0.1 -0.4 0.1
H 2.141 -2.154 -1.173 0.4 -0.1 0.4
H 2.317 -2.210 -2.824 0.3 -0.6 -0.5
H 2.499 -3.717 -1.808 0.4 -0.2 -0.5
H 4.459 -2.597 -1.021 0.1 0.1 0.0
C 1.021 4.959 -0.671 -0.3 -0.8 -1.3
O 0.054 3.926 -0.363 0.4 0.0 0.9
H 0.444 5.759 -1.126 0.5 0.5 0.1
H 1.642 5.273 0.164 -0.6 -0.1 0.5
H 1.731 4.532 -1.383 -0.1 0.2 -0.2
H -0.701 3.977 -0.954 0.1 0.3 -0.2
C -3.125 -3.314 1.815 -0.4 0.0 -0.2
O -2.339 -2.305 1.202 0.1 -0.1 0.1
H -3.770 -3.727 1.038 0.0 0.0 0.0
H -2.549 -4.145 2.233 0.2 0.2 0.0
H -3.769 -2.892 2.591 0.0 -0.1 0.1
H -1.907 -1.785 1.903 0.1 -0.2 -0.2
C 1.040 -3.438 1.610 0.6 0.6 0.8
O 1.481 -2.088 1.831 -0.7 -0.3 0.1
H 0.047 -3.455 1.162 0.2 -0.2 -0.6
H 1.857 -3.891 1.055 -0.5 -0.3 -0.4
H 0.960 -3.985 2.558 0.1 0.0 0.1
H 0.712 -1.644 2.239 0.5 -0.1 0.0
C 0.470 1.781 -3.511 0.3 0.6 1.0
O 0.418 1.110 -4.738 -0.3 0.4 -0.2
H 0.633 1.036 -2.727 0.3 0.4 0.3
H 1.229 2.571 -3.518 0.6 -0.6 -0.2
H -0.386 2.391 -3.174 -0.6 -0.6 -0.6
H -0.104 0.322 -4.554 -0.3 -0.4 -0.3
C -1.299 -4.366 -1.769 0.3 0.1 1.1
O -1.157 -2.979 -1.473 0.1 0.2 -0.7
H -0.725 -4.636 -2.651 -0.3 0.3 -0.3
H -0.839 -4.921 -0.941 -0.2 -0.3 -0.1
H -2.355 -4.630 -1.842 0.1 -0.2 -0.3
H -1.695 -2.765 -0.700 0.1 0.1 0.2
C 3.427 0.626 2.341 0.2 -0.3 -1.0
O 3.336 1.177 3.632 -0.7 0.0 0.2
H 2.467 0.368 1.886 -0.4 0.2 0.7
H 3.843 1.337 1.619 0.4 -0.1 0.2
H 3.949 -0.335 2.337 0.3 0.2 0.0
H 4.214 1.267 4.004 0.1 0.0 -0.1
C 3.751 1.193 -1.308 -1.2 -1.2 -0.2
O 4.792 1.860 -1.967 0.1 0.4 0.2
H 3.071 0.678 -2.000 0.2 0.1 -0.2
H 4.069 0.387 -0.636 0.4 0.3 0.1
H 3.072 1.849 -0.758 0.5 0.5 0.0
H 5.036 1.359 -2.748 0.0 -0.1 0.0
```
Positions in Å, forces in eV/Å.

Results of the Löwdin charge analysis, in e, for atoms 1 through 5: number 1, C, carries -0.145; number 2, O, carries -0.121; number 3, H, carries 0.072; number 4, H, carries 0.046; number 5, H, carries 0.070